# 1
86
Properties=species:S:1:pos:R:3:forces:R:3:lowdin_charge:R:1 method="wB97M-V/def2-TZVPD" total_charge=+1 orbital_gap_ev=7.5803 total_energy_ev=-68461.2086 e_lumo_ev=-3.99 largest_force_ev_per_a=1.72 homo_ev=-11.574
N 0.6818 -6.1018 3.4276 -0.104 0.188 -0.318 0.0009
C -0.0464 -6.5607 2.2299 0.784 -0.710 0.454 -0.2553
C 0.8817 -7.0104 1.0745 -0.920 0.772 -0.749 -0.1643
C 1.0290 -5.9631 -0.0654 0.421 0.183 0.602 -0.1528
C 2.4183 -5.2384 -0.1251 -0.657 0.147 -0.356 -0.1046
C 2.2606 -3.8328 0.3764 0.584 -1.612 0.116 -0.2221
C 2.3782 -3.5696 1.7329 -0.170 1.289 -0.190 0.0088
C 2.1998 -2.2597 2.1649 -0.008 -0.396 -0.117 0.0096
C 1.8806 -1.2670 1.2417 0.070 -0.125 -0.068 -0.0022
C 1.7833 -1.5983 -0.0868 -0.206 0.409 -0.368 -0.0036
N 1.9729 -2.8643 -0.5039 0.116 0.126 1.016 0.1849
H 0.6163 -5.1050 3.5688 0.020 0.022 0.037 0.0464
H 1.6537 -6.3714 3.3714 0.031 -0.001 0.226 0.0526
H -0.6117 -7.4466 2.5151 -0.214 0.063 0.049 0.1010
H -0.7662 -5.8017 1.9281 -0.002 -0.011 -0.175 0.1104
H 0.3897 -7.8661 0.6190 0.249 -0.289 0.093 0.0888
H 1.8681 -7.2974 1.4344 -0.049 -0.243 0.145 0.1070
H 0.2655 -5.2036 0.1109 -0.119 0.034 -0.246 0.1034
H 0.8290 -6.3946 -1.0426 0.028 -0.141 -0.005 0.1035
H 3.1631 -5.7580 0.4715 0.026 -0.032 0.062 0.1223
H 2.7730 -5.2330 -1.1566 0.106 0.081 -0.015 0.1201
H 2.6003 -4.3393 2.4503 0.089 -0.286 -0.173 0.1178
H 2.3160 -2.0377 3.2164 -0.071 0.153 0.034 0.1307
H 1.7089 -0.2460 1.5426 0.035 0.059 -0.003 0.1267
H 1.5322 -0.8874 -0.8564 -0.014 0.054 -0.081 0.1209
H 1.9020 -3.1105 -1.4873 -0.041 0.325 -0.135 0.1815
C -1.3257 0.4562 -4.0154 -0.310 0.133 -0.337 -0.0891
C -1.0592 0.5255 -2.5397 -0.187 0.215 0.310 -0.0964
O -0.0864 -0.5282 -2.3628 -0.096 0.037 -0.023 0.0150
C 0.5247 -0.7305 -3.5533 0.030 -0.032 -0.178 -0.5819
O 1.4873 -1.4318 -3.6720 0.068 -0.123 0.179 0.1354
O -0.0820 -0.0586 -4.5392 0.080 -0.170 0.368 0.0922
H -1.5566 1.4239 -4.4433 0.159 -0.034 -0.150 0.1219
H -2.1237 -0.2428 -4.2675 0.051 -0.034 -0.011 0.1429
H -0.6172 1.4711 -2.2367 0.063 -0.026 -0.018 0.1167
H -1.9449 0.3432 -1.9385 0.082 -0.178 0.044 0.1418
C -1.1607 5.8432 -3.2016 0.090 0.220 0.050 -0.0925
C -0.1865 4.8299 -2.6601 0.681 0.023 0.213 -0.1043
O -1.0473 3.7137 -2.3437 -0.225 0.183 -0.287 0.0344
C -2.1579 3.8242 -3.1172 -0.103 0.122 -0.033 -0.5736
O -2.9915 2.9766 -3.2347 0.199 -0.160 0.137 0.1457
O -2.1975 5.0099 -3.7458 0.042 -0.048 0.069 0.0787
H -0.7325 6.4760 -3.9739 -0.132 -0.092 -0.132 0.1395
H -1.5881 6.4729 -2.4222 -0.008 -0.030 0.051 0.1214
H 0.5408 4.5087 -3.4104 -0.140 -0.067 -0.071 0.1360
H 0.3399 5.1794 -1.7667 -0.360 -0.342 -0.393 0.0976
C -2.2878 8.2806 0.8360 -0.364 0.198 -0.056 -0.1087
C -1.5116 8.0243 2.1010 -0.107 0.081 0.240 -0.1042
O -0.6443 6.9467 1.7013 -0.007 0.070 -0.129 0.0809
C -0.5042 6.9950 0.3660 0.110 -0.020 0.123 -0.5537
O 0.2823 6.3417 -0.2544 -0.065 0.305 0.340 0.1293
O -1.3660 7.8741 -0.1891 0.097 -0.153 0.122 0.0595
H -2.5643 9.3211 0.7127 0.132 0.007 -0.179 0.1197
H -3.1846 7.6629 0.7645 0.034 -0.037 0.002 0.1418
H -0.9028 8.8783 2.4001 0.056 -0.033 -0.051 0.1388
H -2.1474 7.7324 2.9314 0.113 -0.172 0.012 0.1217
C -4.5894 12.1093 3.8143 -0.029 0.234 -0.007 -0.1049
C -4.0451 11.6485 2.4794 -0.006 0.190 -0.154 -0.1084
O -3.4797 10.3710 2.8068 -0.097 0.163 0.050 0.0259
C -4.1078 9.9116 3.9226 -0.041 -0.130 0.138 -0.5622
O -3.9817 8.8081 4.3445 0.046 -0.035 -0.060 0.1667
O -4.8802 10.8695 4.4704 0.099 -0.008 -0.136 0.0775
H -5.4865 12.7151 3.7228 -0.100 -0.151 0.092 0.1364
H -3.8501 12.6536 4.4036 0.028 -0.044 -0.007 0.1364
H -4.8280 11.5063 1.7327 -0.028 -0.034 0.046 0.1356
H -3.2863 12.3141 2.0759 0.130 -0.144 0.033 0.1348
C -1.9773 -8.2822 -1.3508 0.152 0.141 -0.107 -0.1324
C -3.2266 -9.0021 -1.8096 -0.065 0.044 -0.226 -0.1146
O -3.4756 -9.8987 -0.7270 0.132 0.137 0.015 0.0727
C -2.8951 -9.3942 0.3857 -0.087 -0.107 0.244 -0.5600
O -3.0539 -9.8080 1.4832 0.052 0.036 0.020 0.1829
O -2.0928 -8.3324 0.0759 -0.096 -0.079 -0.288 0.0265
H -1.9311 -7.2513 -1.6958 -0.026 0.048 0.167 0.1280
H -1.0630 -8.8007 -1.6489 -0.033 -0.049 0.000 0.1321
H -4.0808 -8.3313 -1.9169 0.017 0.018 0.041 0.1355
H -3.0866 -9.5494 -2.7380 -0.028 -0.158 0.101 0.1357
C 5.7819 -2.9467 -0.6168 -0.168 0.187 -0.078 -0.1320
C 6.1229 -2.9223 0.8585 -0.057 0.108 0.107 -0.1231
O 7.0721 -3.9790 0.9697 -0.100 0.039 -0.131 0.0638
C 7.6419 -4.1676 -0.2543 0.137 -0.076 -0.017 -0.5517
O 8.5791 -4.8548 -0.4627 -0.013 -0.010 -0.004 0.1946
O 6.9735 -3.4529 -1.2037 -0.049 -0.020 0.179 0.0681
H 5.5455 -1.9612 -1.0133 0.140 -0.027 -0.125 0.1346
H 4.9594 -3.6317 -0.8471 0.021 -0.032 0.042 0.1124
H 6.5943 -1.9857 1.1622 0.012 0.004 -0.044 0.1379
H 5.2633 -3.1095 1.4995 0.090 -0.151 0.064 0.1123



# 2
79
Properties=species:S:1:pos:R:3:forces:R:3:mulliken_spin:R:1 method="wB97M-V/def2-TZVPD" total_charge=-2 orbital_gap_ev="5.1107 / 5.1197" total_energy_ev=-99207.6552 spin_multiplicity=3 e_lumo_ev="4.34 / 4.34" largest_force_ev_per_a=3.90 homo_ev="-0.775 / -0.784"
Pr 9.5388 11.3152 12.3589 -1.303 0.845 -0.891 2.0352
O 10.5647 8.6329 8.7963 -0.042 0.462 1.656 0.0003
C 10.2767 9.1618 9.8961 -1.342 2.339 -1.622 -0.0017
O 9.8443 10.3852 10.0736 0.738 -2.264 0.141 -0.0001
C 10.2904 8.3528 11.1492 1.282 -3.684 -0.096 -0.0002
C 10.5101 6.9566 11.0937 -0.621 -1.109 -1.237 0.0003
C 10.4813 6.2163 12.2768 0.518 0.648 0.707 0.0003
C 10.2822 6.8468 13.5367 -0.096 1.303 -1.378 0.0004
C 10.1359 8.2509 13.5296 0.307 -2.121 -1.344 0.0031
N 10.1910 8.8570 12.3345 -0.739 2.632 1.748 -0.0003
C 9.8313 9.0687 14.7840 -0.746 0.780 0.295 -0.0004
O 9.7961 8.4291 15.8639 0.202 1.570 -1.603 0.0002
O 9.5634 10.3258 14.5074 0.832 -2.435 1.269 -0.0018
H 10.5636 6.4145 10.0857 0.183 1.073 1.617 -0.0001
H 10.7433 5.1598 12.2427 -0.416 0.067 -0.003 0.0000
H 10.1788 6.3586 14.4779 0.157 -0.546 0.393 -0.0001
C 12.6560 14.0028 17.6442 1.382 0.940 -0.376 0.0000
C 11.9822 12.7328 17.2144 -1.509 0.336 -1.693 0.0001
N 12.3396 12.1997 15.8508 0.170 0.533 1.999 -0.0004
C 12.8204 10.7989 15.8725 -0.435 0.796 -0.957 -0.0002
C 14.1961 10.7177 16.4973 -0.910 -0.350 1.049 0.0001
C 11.8469 12.7868 14.7511 -1.049 0.202 -2.038 0.0008
S 12.3081 12.2780 13.1741 0.902 -0.555 -0.029 -0.0012
N 10.9250 13.7601 14.8775 0.129 -0.316 1.903 0.0019
C 9.8359 13.9266 14.1263 0.114 0.157 -2.018 -0.0034
O 9.6571 13.6357 12.8736 0.410 0.878 3.074 0.0011
C 8.6679 14.4704 14.9349 0.567 0.211 -0.629 -0.0004
C 8.7908 15.4008 15.9763 0.341 -0.172 0.119 -0.0001
C 7.6847 15.6799 16.7619 0.102 0.688 0.165 0.0000
C 6.4111 15.2047 16.4597 -0.219 -0.144 0.274 -0.0002
C 6.3012 14.2900 15.4320 0.123 0.005 -0.320 0.0004
C 7.4402 13.9180 14.6771 -2.377 -0.236 0.611 -0.0003
H 12.2367 14.4256 18.5652 -0.194 -0.285 -0.150 0.0000
H 12.6495 14.8231 16.8827 -0.089 -0.865 0.471 0.0000
H 13.7067 13.7391 17.8818 -0.250 0.471 -0.204 0.0000
H 10.8942 12.8779 17.2258 0.172 -0.167 0.010 0.0000
H 12.2463 11.9830 17.9149 0.054 -0.924 0.595 0.0000
H 12.8922 10.5691 14.8074 -0.223 -0.545 0.197 -0.0002
H 12.0259 10.1972 16.3720 0.669 0.212 -0.294 -0.0001
H 14.9476 11.0643 15.8265 0.545 0.523 -0.469 0.0000
H 14.4391 9.6885 16.7650 -0.022 -0.028 0.098 0.0000
H 14.1566 11.3293 17.4102 0.539 -0.248 -0.121 0.0000
H 9.7537 15.8954 16.1695 -0.398 -0.479 0.046 -0.0001
H 7.7826 16.2946 17.6475 0.177 0.347 -0.089 0.0000
H 5.5493 15.5690 17.0512 0.503 -0.468 -0.340 0.0000
H 5.3392 13.8250 15.1726 0.446 0.256 0.081 0.0000
H 7.1597 13.1406 13.9350 1.120 0.479 0.023 0.0001
C 6.8484 14.7156 10.4857 -0.478 -0.032 0.508 -0.0010
S 6.9395 14.1788 8.7604 -0.131 -0.112 -0.053 0.0000
C 6.3956 12.4200 8.8565 0.280 0.958 0.088 -0.0011
H 7.1667 13.9158 11.1635 0.032 -0.073 -0.211 -0.0007
H 5.8498 15.0294 10.8512 0.310 -0.152 -0.551 0.0000
H 7.5351 15.5392 10.6273 0.194 0.300 -0.181 0.0000
H 5.3077 12.4086 8.9482 0.145 -0.282 0.002 0.0001
H 6.8810 12.0066 9.7462 -0.252 -0.261 -0.177 0.0001
H 6.7383 11.9473 7.9289 -0.129 0.027 0.255 0.0000
C 12.5665 14.6821 9.0608 -1.363 0.639 1.599 0.0002
C 13.2477 13.4093 9.5181 0.764 0.412 1.577 -0.0006
P 12.2252 11.8704 9.3571 0.463 0.996 -0.229 0.0030
C 12.2797 11.5854 7.4808 -1.637 -1.229 1.600 0.0002
C 13.6259 11.4424 6.8450 0.976 0.867 -0.328 0.0000
C 13.4991 10.6596 9.9432 -0.299 -0.778 1.595 -0.0002
C 14.8470 11.1213 10.4960 0.174 0.699 0.028 0.0002
H 12.9079 15.5865 9.6060 0.332 -0.446 -0.513 0.0000
H 11.4804 14.7046 9.2936 0.402 -0.346 -0.273 -0.0003
H 12.6872 14.7912 8.0098 0.027 0.373 -0.943 0.0000
H 13.5919 13.4983 10.6207 -0.789 -0.226 -1.658 -0.0001
H 14.1577 13.3692 8.9363 0.553 -0.327 -0.083 0.0000
H 11.5958 12.3487 7.0919 0.415 0.043 -0.282 0.0000
H 11.6708 10.6166 7.4161 0.854 1.102 -0.096 0.0000
H 14.2715 12.3646 6.8943 -0.750 -0.650 -0.033 0.0000
H 13.5217 11.1738 5.7962 0.130 -0.037 -0.234 0.0000
H 14.2126 10.6605 7.3287 -0.069 -0.085 -0.042 0.0000
H 13.6897 9.9440 9.1505 -0.162 -0.310 -0.048 0.0000
H 13.0363 10.1076 10.8094 0.089 0.201 -0.966 -0.0005
H 15.3486 11.7429 9.7542 0.281 -0.022 0.014 0.0000
H 15.4689 10.2456 10.6900 0.067 0.006 0.069 0.0000
H 14.7946 11.7227 11.4317 -0.239 -0.505 -0.590 -0.0001
S 7.0139 11.9092 12.3206 0.107 -1.564 -0.482 -0.0324